# 1
{"formula": "C4H6N2O", "method": "wB97M-V/def2-TZVPD", "species": ["N", "C", "C", "C", "C", "O", "N", "H", "H", "H", "H", "H", "H"], "positions_angstrom": [[-2.26064, -0.43489, 0.31878], [-0.92675, -0.03153, 0.11890], [-0.34002, 1.18849, 0.02330], [1.08631, 0.97868, -0.14182], [1.26844, -0.36421, -0.16657], [2.34144, -1.18057, -0.33348], [0.05780, -1.01746, 0.00556], [-2.59199, -1.02692, -0.43803], [-2.86601, 0.37630, 0.37114], [-0.85209, 2.14162, 0.03175], [1.84627, 1.74060, -0.24548], [3.14424, -0.65152, -0.27590], [0.09300, -1.71859, 0.73185]], "forces_ev_per_angstrom": [[0.006, 0.085, -0.064], [0.138, 0.203, 0.043], [-0.146, -0.015, 0.001], [0.132, -0.082, -0.090], [-0.137, 0.257, 0.114], [0.175, 0.147, 0.162], [0.058, 0.136, 0.113], [0.105, 0.061, 0.124], [0.061, -0.129, 0.086], [0.072, -0.116, -0.072], [-0.096, -0.091, -0.124], [-0.039, -0.030, -0.014], [-0.328, -0.424, -0.279]], "smiles": "Nc1ccc(O)[nH]1", "charge": 0, "multiplicity": 1, "orbital_gap_ev": 8.1, "total_energy_ev": -9272.42598, "fmax_ev_per_a": 0.6}

# 2
{"formula": "C6H6NO6S", "method": "wB97M-V/def2-TZVPD", "species": ["C", "C", "C", "C", "C", "C", "N", "O", "O", "O", "O", "O", "O", "S", "H", "H", "H", "H", "H", "H"], "positions_angstrom": [[-2.64894, 0.83724, -0.48272], [-1.96793, 1.62879, 0.46147], [-2.24958, -0.41455, -0.85429], [-0.70138, 1.25384, 0.87107], [-0.99067, -1.09990, -0.32308], [-0.14694, -0.03976, 0.32703], [1.18133, -0.33534, 0.35599], [3.32752, -0.25220, -1.43187], [2.03711, 0.65918, 0.56930], [1.58764, -1.51492, 0.18085], [4.17492, 1.67002, -0.28179], [4.37396, -0.55797, 0.74881], [-1.42601, -2.14975, 0.52026], [3.69784, 0.29677, -0.16647], [-3.67825, 1.12316, -0.88751], [-2.52048, 2.40707, 0.84571], [-2.74197, -0.93914, -1.58303], [-0.19216, 1.87718, 1.56387], [-0.36727, -1.56017, -1.14641], [-0.74874, -2.88955, 0.71277]], "forces_ev_per_angstrom": [[-1.962, -0.839, -0.767], [-0.167, -2.074, -1.274], [2.231, 1.011, 1.512], [1.474, -4.117, -1.507], [0.020, 0.746, -1.465], [-2.602, 3.828, 1.699], [0.980, -0.917, -0.020], [-0.349, -0.653, -0.500], [1.445, 0.354, 0.235], [-0.223, -0.285, 0.420], [-0.444, -0.903, 0.923], [-0.062, -0.246, 0.784], [0.671, -2.057, 1.292], [0.225, 2.323, -1.307], [1.591, 0.038, 0.634], [-0.580, 1.989, 0.958], [-1.442, -1.251, -1.562], [0.934, 0.154, 0.165], [-0.727, 0.639, 0.602], [-1.014, 2.261, -0.821]], "charge": -1, "multiplicity": 3, "orbital_gap_ev": [6.3, 7.1], "s2": 2.0236, "total_energy_ev": -30925.20329, "fmax_ev_per_a": 4.9}

# 3
{"formula": "C39H54IrN8O3PSSbSe4", "method": "wB97M-V/def2-TZVPD", "species": ["Ir", "Se", "Sb", "Se", "Se", "Se", "O", "N", "C", "C", "N", "C", "N", "O", "P", "N", "C", "C", "C", "C", "N", "C", "C", "C", "C", "N", "C", "C", "C", "C", "H", "H", "H", "H", "H", "H", "H", "H", "H", "H", "H", "H", "H", "H", "H", "H", "H", "H", "H", "H", "H", "H", "H", "H", "C", "C", "C", "C", "C", "C", "C", "C", "C", "C", "H", "H", "H", "H", "H", "H", "H", "H", "H", "H", "H", "H", "C", "N", "C", "C", "N", "C", "S", "H", "H", "H", "H", "H", "H", "C", "C", "C", "C", "C", "C", "C", "O", "C", "C", "C", "H", "H", "H", "H", "H", "H", "H", "H", "H", "H", "H", "H"], "positions_angstrom": [[1.65691, -0.92976, 0.41109], [5.97807, -3.91812, -4.39453], [3.97445, -2.50714, -4.13668], [2.76712, -3.37680, -2.01712], [2.93344, -1.25514, -1.43757], [2.62852, -2.96346, -6.15062], [2.88841, -0.99812, 2.34409], [2.24032, 0.13629, 2.06527], [2.92148, 1.35497, 2.12721], [2.40794, 2.32747, 2.95553], [1.98608, 3.11423, 3.69928], [4.02515, 1.61662, 1.33989], [4.91228, 1.90460, 0.65413], [1.39708, 1.39197, -0.56238], [0.72927, 2.55639, -1.16320], [-0.93128, 2.42850, -1.01621], [-1.88214, 3.37691, -1.54452], [-3.18854, 2.84112, -0.96505], [-3.03939, 1.33372, -1.18739], [-1.52191, 1.10024, -1.12769], [1.12367, 2.70356, -2.77312], [2.23769, 1.93067, -3.33370], [2.49875, 2.57825, -4.68748], [2.12371, 4.03954, -4.43877], [0.88187, 3.90149, -3.55895], [0.96502, 4.07182, -0.44702], [0.43408, 4.19024, 0.91298], [1.22839, 5.32412, 1.54407], [2.61350, 5.14185, 0.92999], [2.33098, 4.60674, -0.47649], [-1.92515, 3.36368, -2.64631], [-1.62674, 4.38465, -1.21846], [-4.07393, 3.25412, -1.44535], [-3.22542, 3.06315, 0.10193], [-3.42963, 1.05863, -2.17083], [-3.56834, 0.74871, -0.43695], [-1.16557, 0.58210, -2.02336], [-1.21819, 0.50288, -0.26468], [1.95189, 0.88038, -3.42237], [3.11939, 1.99386, -2.68850], [1.84318, 2.14588, -5.44459], [3.52929, 2.44914, -5.01032], [1.92344, 4.59584, -5.35493], [2.92078, 4.54577, -3.89009], [-0.01014, 3.76302, -4.19116], [0.70703, 4.76109, -2.90794], [0.59202, 3.27242, 1.48842], [-0.64030, 4.38828, 0.88041], [1.25494, 5.22966, 2.62803], [0.79974, 6.28923, 1.26477], [3.17373, 4.40420, 1.50342], [3.18777, 6.06747, 0.90483], [3.06146, 3.84184, -0.75965], [2.37257, 5.41586, -1.21993], [0.97038, -0.85884, 4.44185], [0.06367, -0.45287, 3.27465], [-0.74299, -1.68811, 2.84689], [0.87122, 0.13089, 2.11032], [-0.86982, 0.68957, 3.64408], [-1.94986, 0.99262, 2.81298], [-2.77017, 2.07644, 3.06116], [-2.52134, 2.90597, 4.14193], [-1.45402, 2.62162, 4.97524], [-0.63762, 1.53227, 4.72612], [1.58492, -1.70759, 4.14840], [0.37081, -1.14769, 5.30642], [1.64383, -0.05484, 4.73809], [-0.07812, -2.54459, 2.76554], [-1.20949, -1.54897, 1.87317], [-1.51992, -1.91946, 3.57553], [0.48064, 1.10932, 1.81343], [-2.14778, 0.37758, 1.94723], [-3.60043, 2.28533, 2.39555], [-3.15864, 3.75963, 4.33692], [-1.23641, 3.26770, 5.81528], [0.19550, 1.35691, 5.38657], [-1.24343, 0.57307, -5.16698], [-1.90609, -0.49135, -4.47332], [-3.23876, -0.82484, -4.47797], [-3.41357, -1.85975, -3.62621], [-2.18417, -2.16769, -3.10293], [-1.24859, -1.31920, -3.60922], [0.34172, -1.24784, -3.20644], [-1.89084, 0.95145, -5.95629], [-0.31210, 0.17951, -5.58248], [-0.99191, 1.38399, -4.47279], [-3.94996, -0.30070, -5.08209], [-4.30263, -2.39053, -3.35514], [-1.95282, -2.88843, -2.43698], [-2.50908, -8.11757, 2.43554], [-1.63914, -6.95301, 2.06108], [-0.45474, -6.67808, 2.73996], [0.36177, -5.62351, 2.40205], [1.60258, -5.38014, 3.21130], [0.01646, -4.76840, 1.30152], [0.89112, -3.74274, 0.91917], [0.68818, -2.82497, 0.00779], [-1.22498, -5.03256, 0.64030], [-1.66068, -4.16960, -0.50518], [-2.00090, -6.10152, 1.01624], [-2.09298, -8.64510, 3.29262], [-2.59436, -8.81981, 1.60295], [-3.51710, -7.78397, 2.69301], [-0.17305, -7.32424, 3.56499], [1.61705, -6.03164, 4.08507], [1.65695, -4.34678, 3.55688], [2.49714, -5.57960, 2.61947], [1.86608, -3.71874, 1.41095], [-1.75688, -3.13018, -0.18658], [-2.61855, -4.51716, -0.89949], [-0.89699, -4.21169, -1.28339], [-2.92385, -6.30423, 0.48379]], "forces_ev_per_angstrom": [[0.035, 1.888, 2.419], [-0.036, -0.097, 0.265], [1.293, 0.524, -2.094], [-0.213, -1.705, 0.435], [1.632, 0.371, -0.810], [-0.388, -0.076, 0.041], [-0.415, -0.419, -0.568], [1.076, -0.285, -0.427], [0.198, 0.329, 0.033], [-0.080, 0.234, 0.731], [-0.072, 0.176, 0.136], [0.602, 0.111, -0.716], [0.153, 0.042, 0.030], [0.285, -0.562, 0.184], [-0.907, 1.105, -0.550], [0.513, 0.033, 0.144], [-0.089, 0.302, 0.135], [-0.045, 0.051, -0.139], [0.015, 0.138, 0.000], [0.105, -0.646, 0.074], [0.046, 0.134, 0.827], [0.352, -0.682, -0.058], [0.002, 0.173, 0.114], [-0.097, -0.073, -0.038], [-0.281, 0.313, -0.171], [-0.149, -1.084, -0.517], [-0.428, 0.049, 0.493], [0.018, -0.049, -0.048], [-0.048, -0.062, -0.023], [0.468, 0.286, -0.455], [0.006, 0.017, 0.002], [-0.052, 0.088, -0.041], [-0.079, 0.071, -0.023], [0.022, 0.080, 0.022], [0.001, -0.050, 0.056], [-0.080, -0.053, 0.007], [-0.003, -0.004, 0.132], [0.026, -0.073, -0.093], [0.183, 0.119, -0.020], [0.005, -0.039, -0.033], [-0.012, -0.047, -0.054], [-0.001, -0.081, -0.021], [0.002, 0.054, 0.003], [0.009, 0.010, 0.040], [0.077, 0.117, 0.027], [-0.027, 0.049, -0.071], [-0.066, 0.084, -0.008], [0.029, -0.016, 0.070], [-0.083, 0.037, -0.012], [-0.022, 0.063, -0.034], [0.021, 0.022, -0.017], [0.072, -0.017, -0.008], [0.011, 0.060, 0.009], [0.096, -0.092, 0.048], [-0.091, -0.045, 0.040], [0.144, -0.054, 0.280], [-0.003, 0.184, 0.023], [-2.342, -0.511, 0.036], [-0.261, 0.046, 0.228], [-0.014, -0.120, 0.025], [-0.102, 0.118, -0.139], [-0.109, 0.060, 0.140], [-0.062, 0.164, 0.000], [-0.020, -0.177, 0.059], [0.021, 0.067, 0.002], [-0.106, 0.023, 0.090], [0.042, 0.004, -0.012], [0.044, 0.007, 0.053], [0.005, 0.017, -0.071], [-0.064, -0.058, 0.147], [0.304, -0.364, -0.078], [-0.010, -0.072, -0.090], [0.008, -0.013, 0.003], [0.007, 0.026, -0.011], [0.023, 0.023, 0.036], [0.117, -0.027, 0.007], [0.315, 0.256, -0.122], [-0.266, -0.584, 0.402], [-0.527, -0.152, 0.101], [-0.504, 0.160, -0.314], [-0.076, 0.098, -0.102], [0.934, 0.208, 0.133], [-0.048, -0.142, -0.030], [-0.014, -0.048, -0.015], [-0.057, 0.105, -0.033], [0.034, -0.066, -0.054], [-0.174, 0.067, -0.105], [-0.170, -0.076, -0.027], [0.023, 0.223, -0.181], [0.045, 0.030, 0.026], [0.203, 0.397, -0.195], [-0.505, -0.455, 0.079], [0.271, 0.969, -0.772], [0.103, 0.013, 0.030], [-2.033, -2.291, 0.702], [1.011, 4.078, -3.222], [-0.572, -3.442, 3.332], [0.870, 0.699, -0.146], [-0.120, -0.122, 0.062], [-0.242, -0.567, 0.391], [-0.037, -0.058, 0.001], [-0.004, 0.013, 0.037], [0.030, -0.018, -0.021], [0.054, 0.062, 0.021], [0.018, 0.008, -0.039], [0.048, -0.012, 0.013], [0.064, 0.033, 0.039], [0.000, 0.183, 0.030], [0.091, 0.023, -0.082], [0.020, -0.053, 0.014], [0.021, 0.164, -0.095], [-0.011, 0.083, -0.054]], "charge": -2, "multiplicity": 2, "orbital_gap_ev": [3.1, 3.0], "s2": 1.1235, "total_energy_ev": -350267.83272, "fmax_ev_per_a": 5.3}

# 4
{"formula": "F8KN4NaO16S8", "method": "wB97M-V/def2-TZVPD", "species": ["Na", "K", "N", "S", "O", "O", "F", "S", "O", "O", "F", "N", "S", "O", "O", "F", "S", "O", "O", "F", "N", "S", "O", "O", "F", "S", "O", "O", "F", "N", "S", "O", "O", "F", "S", "O", "O", "F"], "positions_angstrom": [[-0.66371, -0.88986, -0.29850], [-2.24145, -2.60395, -1.98506], [-1.39139, 2.78491, 2.91082], [-1.61927, 1.04222, 3.01733], [-1.14632, 0.20871, 1.90590], [-2.66390, 0.65490, 3.88146], [-0.31582, 1.08334, 4.07153], [-1.75108, 2.87343, 1.50314], [-3.08239, 2.41759, 1.10392], [-0.75056, 2.60869, 0.51287], [-1.81119, 4.52181, 1.67540], [-1.58538, 0.24095, -2.32028], [-2.98780, 1.17081, -2.15360], [-4.25583, 0.90983, -2.79875], [-2.73382, 2.55389, -1.81675], [-3.30631, 0.46744, -0.80326], [-1.13575, 0.94987, -3.57159], [-0.42964, 2.18890, -3.29019], [-1.96779, 0.87520, -4.75779], [0.01690, -0.16623, -3.94163], [2.85921, 1.36061, 2.23033], [3.21975, 2.08545, 0.72963], [2.23011, 3.04940, 0.27171], [4.26232, 1.52620, -0.16358], [4.26318, 3.11666, 1.48035], [2.52938, 0.02151, 1.61556], [3.72681, -0.88054, 1.54724], [1.56323, -0.20208, 0.53983], [1.86019, -0.58391, 2.95132], [0.23834, -3.03375, -0.82929], [0.68321, -3.72982, 0.76783], [1.81743, -3.08294, 1.37897], [0.47334, -5.15680, 0.99079], [-0.46868, -3.03376, 1.56400], [1.41031, -3.76072, -1.59604], [1.18718, -5.08975, -2.08447], [2.82323, -3.56101, -1.25223], [1.14410, -2.93736, -2.98685]], "forces_ev_per_angstrom": [[1.084, 1.519, 0.992], [-0.048, -0.020, -0.504], [0.042, -5.287, 5.139], [5.312, 1.416, 2.481], [-1.362, 0.915, 1.613], [-1.142, -0.485, -0.311], [-1.310, -1.184, -1.096], [-2.084, 4.013, -7.801], [0.734, 0.537, 0.921], [-0.139, 0.290, 0.315], [-0.362, -0.559, -1.273], [-4.099, -0.659, 1.701], [-2.965, 2.594, 3.816], [1.625, -0.749, -1.108], [0.133, -2.085, -1.211], [0.096, -1.012, 1.611], [6.547, 2.326, -5.745], [-1.014, -2.035, -0.907], [0.042, 0.095, 1.409], [-0.497, 0.744, 0.287], [-0.143, 2.970, -3.366], [3.852, 5.511, 0.155], [0.919, -2.498, 0.203], [-3.338, -0.198, 1.258], [-0.438, 0.064, 0.204], [2.147, -9.450, 1.571], [-2.674, 2.272, -0.531], [0.286, 1.070, 0.836], [-0.664, 0.251, -0.561], [0.877, -2.048, 3.629], [1.151, 0.511, 2.898], [-1.134, -1.306, -1.620], [-0.072, 2.130, -1.386], [-1.518, 0.244, -0.393], [4.437, -0.410, -4.935], [-1.247, -0.304, 0.747], [-3.162, 0.634, 0.103], [0.124, 0.181, 0.858]], "charge": -2, "multiplicity": 1, "orbital_gap_ev": 6.6, "total_energy_ev": -167881.40955, "fmax_ev_per_a": 9.8}